Here is C5H8N2 in the gas phase at a distorted geometry from OMol25. Energies are from ωB97M-V with the def2-TZVPD basis set.

Computed properties:
SMILES string = C[C@H]1CN[C@H]1C#N
total energy = -8293.689 eV
strongest force on any atom = 1.10 eV/Å
total charge = 0
energy relative to the best compared isomer or geometry (same formula, charge and spin) = 1.3069 eV

Structure (XYZ):
```
15
Properties=species:S:1:pos:R:3:lowdin_charge:R:1
C 1.48 -0.45 -0.63 -0.0742
C 0.61 0.31 0.35 -0.2936
C -0.34 1.38 -0.23 -0.1616
N -1.46 0.82 0.55 -0.0012
C -0.67 -0.38 0.90 -0.2918
C -1.05 -1.61 0.19 -0.1802
N -1.36 -2.58 -0.37 0.1535
H 0.90 -0.78 -1.50 0.0785
H 2.30 0.18 -0.99 0.0811
H 1.92 -1.35 -0.17 0.0838
H 1.21 0.69 1.18 0.1364
H -0.44 1.30 -1.32 0.1155
H -0.11 2.43 0.03 0.1059
H -2.31 0.64 0.03 0.1078
H -0.68 -0.60 1.97 0.1400
```